(1)
C19H27NO3 in the gas phase, computed with ωB97M-V/def2-TZVPD.

**LUMO**: 0.724 eV
**Structure (SMILES)**: CC[C@@H](C(=O)OCC(=O)N1[C@H](C)CCC[C@@H]1C)c1ccccc1
**Energy relative to the best compared isomer or geometry (same formula, charge and spin)**: 20.3 kcal/mol
**Maximum force**: 0.56 eV/A
**Orbital gap**: 9.742 eV

The geometry in ORCA input format:
```
! wB97M-V def2-TZVPD RIJCOSX def2/J DEFGRID3
* xyz 0 1
C -3.50 -3.17 0.30
C -3.53 -1.72 -0.16
C -2.42 -0.88 0.48
C -1.07 -1.40 0.01
O -0.74 -1.53 -1.14
O -0.29 -1.72 1.05
C 0.94 -2.38 0.76
C 1.90 -1.69 -0.22
O 2.40 -2.37 -1.10
N 2.22 -0.39 -0.02
C 1.78 0.40 1.12
C 0.71 1.43 0.75
C 2.98 1.05 1.81
C 3.86 1.82 0.83
C 4.32 0.88 -0.27
C 3.14 0.21 -0.98
C 2.42 1.13 -1.97
C -2.57 0.58 0.13
C -2.90 1.50 1.11
C -3.05 2.84 0.79
C -2.87 3.27 -0.51
C -2.54 2.35 -1.50
C -2.39 1.02 -1.18
H -3.58 -3.23 1.39
H -4.32 -3.72 -0.14
H -2.57 -3.64 0.01
H -3.42 -1.68 -1.25
H -4.50 -1.27 0.10
H -2.45 -1.00 1.57
H 0.72 -3.35 0.30
H 1.42 -2.54 1.72
H 1.32 -0.29 1.84
H 1.15 2.36 0.38
H 0.05 1.04 -0.02
H 0.11 1.67 1.62
H 2.62 1.71 2.60
H 3.59 0.27 2.28
H 3.30 2.66 0.41
H 4.72 2.23 1.35
H 4.91 1.42 -1.01
H 4.95 0.10 0.17
H 3.52 -0.64 -1.56
H 2.15 2.09 -1.52
H 1.52 0.65 -2.33
H 3.07 1.32 -2.82
H -3.03 1.18 2.13
H -3.31 3.55 1.57
H -2.99 4.32 -0.76
H -2.40 2.68 -2.51
H -2.12 0.31 -1.95
*
```

---

(2)
2 unconnected molecules or ions with the total composition C19H27O9PS, computed with ωB97M-V/def2-TZVPD.

**LUMO**: -0.910 eV
**Structure (SMILES)**: O=C1C=CC(=O)c2c(CCCS(=O)(=O)O)cccc21.CCOP(=O)(OCC)OCC
**Maximum force**: 7.55 eV/A
**Orbital gap**: 8.610 eV

The geometry in ORCA input format:
```
! wB97M-V def2-TZVPD RIJCOSX def2/J DEFGRID3
* xyz 0 1
O 5.72 -1.86 1.35
C 4.99 -2.50 0.64
C 5.38 -3.84 0.14
C 4.85 -4.33 -0.98
C 3.86 -3.51 -1.72
O 3.77 -3.62 -2.92
C 3.05 -2.54 -0.93
C 1.77 -2.15 -1.32
C 1.03 -2.67 -2.53
C 0.91 -4.21 -2.68
C 0.88 -5.04 -1.39
S -0.34 -4.62 -0.15
O 0.30 -3.92 0.92
O -0.97 -5.83 0.30
O -1.42 -3.70 -0.88
C 1.12 -1.20 -0.53
C 1.69 -0.68 0.61
C 2.95 -1.10 1.00
C 3.64 -2.03 0.23
H 6.12 -4.43 0.67
H 5.14 -5.30 -1.37
H 1.46 -2.27 -3.45
H 0.02 -2.28 -2.49
H -0.03 -4.40 -3.20
H 1.68 -4.62 -3.31
H 0.63 -6.06 -1.69
H 1.83 -5.10 -0.87
H -2.09 -3.53 -0.19
H 0.12 -0.86 -0.80
H 1.17 0.05 1.22
H 3.38 -0.71 1.90
C -5.24 1.83 1.66
C -4.53 1.88 0.31
O -3.78 3.09 0.15
P -2.32 3.23 0.85
O -1.48 2.33 0.00
O -1.91 4.68 0.20
C -0.65 4.87 -0.46
C -0.81 4.79 -1.96
O -2.90 3.94 2.20
C -2.00 4.27 3.28
C -1.37 5.64 3.10
H -4.53 1.74 2.48
H -5.91 0.97 1.70
H -5.82 2.74 1.82
H -3.87 1.01 0.19
H -5.26 1.86 -0.49
H 0.09 4.16 -0.10
H -0.30 5.87 -0.18
H -1.29 3.85 -2.25
H 0.16 4.85 -2.46
H -1.44 5.60 -2.32
H -1.23 3.50 3.38
H -2.60 4.25 4.19
H -0.55 5.60 2.39
H -0.97 6.00 4.05
H -2.10 6.35 2.72
*
```

---

(3)
5 unconnected molecules or ions with the total composition C19H28B2F12O12, computed with ωB97M-V/def2-TZVPD.

**LUMO**: -0.157 eV
**Structure (SMILES)**: CCOC(=O)C(F)(F)F.CCOC(=O)C(F)(F)F.CCOC(=O)C(F)(F)F.CCOC(=O)C(F)(F)F.O=C(O)CBCB(O)O
**Maximum force**: 1.39 eV/A
**Orbital gap**: 10.443 eV

The geometry in ORCA input format:
```
! wB97M-V def2-TZVPD RIJCOSX def2/J DEFGRID3
* xyz 0 1
C 2.74 0.80 -4.63
C 3.51 0.07 -3.54
O 2.63 -0.33 -2.46
C 1.91 -1.42 -2.66
O 1.88 -2.11 -3.63
C 1.10 -1.72 -1.38
F 0.50 -0.62 -0.91
F 1.91 -2.21 -0.43
F 0.15 -2.63 -1.62
H 2.19 1.64 -4.21
H 3.42 1.16 -5.39
H 2.01 0.13 -5.10
H 4.24 0.74 -3.09
H 4.04 -0.79 -3.93
C -2.80 0.65 4.32
C -4.02 0.32 5.16
O -4.37 1.42 6.04
C -5.05 2.41 5.50
O -5.41 2.50 4.36
C -5.37 3.47 6.57
F -4.30 3.75 7.32
F -6.34 3.02 7.38
F -5.79 4.59 6.00
H -1.97 0.94 4.96
H -2.50 -0.21 3.72
H -3.00 1.48 3.65
H -3.81 -0.52 5.82
H -4.88 0.06 4.55
C 6.05 -6.35 -7.64
C 5.10 -6.15 -6.49
O 5.47 -5.01 -5.69
C 5.11 -3.83 -6.15
O 4.52 -3.59 -7.16
C 5.55 -2.73 -5.16
F 6.81 -2.91 -4.75
F 4.75 -2.75 -4.08
F 5.47 -1.53 -5.73
H 7.08 -6.44 -7.28
H 5.79 -7.26 -8.19
H 6.02 -5.52 -8.34
H 5.13 -7.00 -5.81
H 4.07 -6.03 -6.83
C -6.62 4.63 2.09
C -5.21 5.00 1.71
O -4.93 4.69 0.33
C -5.35 5.57 -0.56
O -5.94 6.60 -0.35
C -4.94 5.12 -1.98
F -5.20 3.82 -2.16
F -3.63 5.31 -2.15
F -5.59 5.81 -2.90
H -6.81 3.58 1.87
H -6.77 4.80 3.16
H -7.35 5.23 1.54
H -4.49 4.41 2.28
H -5.00 6.05 1.90
O 5.18 -1.98 2.84
C 4.06 -1.67 3.10
O 3.25 -2.49 3.86
C 3.41 -0.37 2.66
B 1.85 -0.57 2.52
C 0.84 -0.34 3.69
B -0.43 -1.20 3.43
O -0.79 -2.30 4.19
O -1.24 -0.85 2.30
H 2.88 -3.21 3.32
H 3.86 -0.16 1.69
H 3.64 0.42 3.39
H 1.44 -0.93 1.47
H 0.59 0.73 3.71
H 1.30 -0.60 4.65
H -0.62 -3.13 3.72
H -0.96 -1.46 1.59
*
```

---

(4)
A molecular structure, C19H28Cl5FeN3O5S, computed with ωB97M-V/def2-TZVPD.

**LUMO (alpha / beta)**: -3.989 / -3.046 eV
**Energy relative to the best compared isomer or geometry (same formula, charge and spin)**: 0.0 kcal/mol
**Maximum force**: 1.17 eV/A
**Orbital gap (alpha / beta)**: 7.533 / 8.477 eV

The geometry in ORCA input format:
```
! wB97M-V def2-TZVPD RIJCOSX def2/J DEFGRID3
* xyz 1 2
Fe 1.59 -1.32 -0.39
O 4.17 -3.73 -2.47
C 3.33 -2.77 -2.15
O 3.08 -2.50 -0.99
C 2.79 -2.04 -3.35
O 1.84 -1.07 -2.97
C 0.49 -1.43 -3.33
C -0.18 -2.34 -2.29
O -1.27 -2.80 -2.54
O 0.51 -2.59 -1.21
H 4.50 -4.15 -1.66
H 2.38 -2.78 -4.04
H 3.64 -1.57 -3.86
H 0.48 -1.94 -4.29
H -0.07 -0.51 -3.42
Cl -0.49 -2.20 1.50
C 1.09 -2.49 2.12
C 2.17 -2.00 1.39
C 3.44 -2.27 1.91
Cl 4.93 -1.73 1.16
C 3.61 -2.99 3.09
Cl 5.18 -3.32 3.70
C 2.50 -3.46 3.79
Cl 2.70 -4.35 5.24
C 1.23 -3.20 3.31
Cl -0.16 -3.76 4.14
C -2.00 3.15 3.90
C -1.34 3.50 2.57
C -0.11 2.65 2.26
C -0.36 1.15 2.27
N -1.46 0.76 1.39
C -1.39 0.56 0.07
S 0.14 0.52 -0.75
N -2.52 0.48 -0.61
C -2.69 0.26 -2.05
C -2.46 1.52 -2.89
C -3.63 2.51 -2.90
C -3.96 3.11 -1.54
H -2.82 3.84 4.13
H -1.29 3.20 4.72
H -2.43 2.14 3.91
H -1.03 4.55 2.59
H -2.06 3.42 1.75
H 0.68 2.85 3.00
H 0.30 2.93 1.29
H -0.62 0.78 3.26
H 0.52 0.60 1.95
H -2.39 0.84 1.78
H -3.37 0.61 -0.08
H -3.71 -0.10 -2.17
H -2.04 -0.56 -2.35
H -2.26 1.19 -3.91
H -1.55 2.02 -2.55
H -4.52 2.01 -3.30
H -3.39 3.31 -3.59
H -4.44 2.39 -0.87
H -4.65 3.95 -1.64
H -3.06 3.48 -1.04
N 2.93 0.22 -0.23
H 3.31 0.36 -1.17
H 3.71 0.04 0.38
H 2.47 1.09 0.04
*
```

---

(5)
A molecular structure, C19H28ClO2V, computed with ωB97M-V/def2-TZVPD.

**LUMO (alpha / beta)**: 0.232 / 0.571 eV
**Energy relative to the best compared isomer or geometry (same formula, charge and spin)**: 13.2 kcal/mol
**Maximum force**: 3.76 eV/A
**Orbital gap (alpha / beta)**: 7.913 / 8.563 eV

The geometry in ORCA input format:
```
! wB97M-V def2-TZVPD RIJCOSX def2/J DEFGRID3
* xyz 0 3
O 1.46 -1.14 -1.60
C 0.70 -0.02 -2.17
C 0.19 -0.89 -3.33
H 1.22 0.85 -2.55
H 0.00 0.25 -1.35
C 0.72 -2.09 -2.44
H 0.82 -0.77 -4.24
H -0.90 -0.81 -3.49
C 1.74 -3.03 -3.08
H 2.68 -2.51 -3.39
H 1.41 -3.63 -3.94
H 2.06 -3.73 -2.29
C -0.39 -2.78 -1.62
H -0.94 -2.07 -0.98
H 0.06 -3.53 -0.96
H -1.18 -3.22 -2.24
V -1.91 0.36 1.84
C -4.27 0.08 1.23
C -4.29 1.45 1.62
C -3.30 2.15 0.88
H -5.00 1.90 2.33
C -2.64 1.21 -0.02
C -3.28 -0.08 0.18
H -3.08 -0.98 -0.42
H -4.98 -0.69 1.57
H -3.14 3.23 0.91
H -1.87 1.43 -0.77
C -2.63 -1.21 3.62
C -2.51 -1.85 2.33
C -1.16 -1.63 1.83
H -3.28 -2.47 1.83
C -0.44 -0.88 2.85
C -1.38 -0.59 3.92
H -1.14 -0.07 4.86
H -3.50 -1.30 4.29
H -0.72 -2.07 0.94
H 0.61 -0.58 2.79
O 2.24 1.31 0.15
C 3.29 1.17 -0.85
C 4.35 2.28 -0.72
H 2.89 1.23 -1.90
H 3.77 0.17 -0.75
C 3.79 3.21 0.37
H 4.48 2.79 -1.68
H 5.32 1.85 -0.46
C 2.50 2.53 0.87
H 3.61 4.21 -0.01
H 4.52 3.31 1.16
H 1.64 3.19 0.69
H 2.50 2.31 1.95
Cl -0.67 2.13 2.27
*
```

---

(6)
2 unconnected molecules or ions with the total composition C19H28F3N2O9S2, computed with ωB97M-V/def2-TZVPD.

**LUMO**: 2.043 eV
**Energy relative to the best compared isomer or geometry (same formula, charge and spin)**: 0.0 kcal/mol
**Maximum force**: 3.18 eV/A
**Orbital gap**: 8.680 eV

The geometry in ORCA input format:
```
! wB97M-V def2-TZVPD RIJCOSX def2/J DEFGRID3
* xyz -1 1
O -5.09 -0.94 2.03
C -4.38 -0.38 1.23
O -4.61 0.87 0.74
C -3.49 1.09 -0.13
C -3.18 2.46 -0.69
C -3.00 3.52 0.43
C -4.30 3.94 1.12
O -3.23 3.11 1.74
C -2.36 0.15 0.28
C -1.55 0.49 1.54
C -1.34 -0.68 2.51
C -0.34 -0.29 3.62
O 0.22 -1.43 4.26
C -1.51 -0.11 -0.94
C -0.87 -1.53 -0.98
C -0.66 -1.91 -2.45
C 0.51 -2.87 -2.71
C 1.87 -2.34 -2.15
C 2.47 -3.35 -1.14
C 3.75 -4.06 -1.70
S 5.13 -3.93 -0.52
C 5.42 -2.22 -0.42
N 5.76 -1.54 0.59
N 5.92 -0.22 0.22
C 5.64 -0.20 -1.02
O 5.31 -1.39 -1.52
O -3.26 -0.94 0.71
H -3.86 0.56 -1.02
H -2.18 2.45 -1.13
H -3.93 2.86 -1.37
H -2.27 4.30 0.27
H -4.30 4.97 1.47
H -5.07 3.21 1.30
H -1.95 1.31 2.14
H -0.55 0.79 1.21
H -2.25 -0.97 3.03
H -0.89 -1.55 2.01
H 0.45 0.37 3.24
H -0.92 0.21 4.40
H 0.57 -2.02 3.58
H -2.08 -0.04 -1.87
H -0.72 0.64 -1.03
H 0.09 -1.47 -0.45
H -1.51 -2.27 -0.51
H -0.45 -1.00 -3.03
H -1.56 -2.35 -2.90
H 0.63 -2.94 -3.80
H 0.27 -3.88 -2.38
H 2.55 -2.20 -2.99
H 1.73 -1.38 -1.66
H 1.75 -4.11 -0.84
H 2.76 -2.83 -0.22
H 4.02 -3.64 -2.66
H 3.54 -5.13 -1.78
H 5.67 0.69 -1.64
C 1.86 3.98 1.23
F 2.89 3.15 1.48
F 1.05 3.93 2.29
F 2.37 5.22 1.17
S 0.99 3.53 -0.33
O 0.52 2.18 -0.08
O 2.01 3.63 -1.35
O -0.07 4.52 -0.44
*
```

---

(7)
A molecular structure, C19H28F9N2O4P3Ti, computed with ωB97M-V/def2-TZVPD.

**LUMO (alpha / beta)**: 2.550 / 2.348 eV
**Energy relative to the best compared isomer or geometry (same formula, charge and spin)**: 93.4 kcal/mol
**Maximum force**: 2.82 eV/A
**Orbital gap (alpha / beta)**: 5.870 / 8.097 eV

The geometry in ORCA input format:
```
! wB97M-V def2-TZVPD RIJCOSX def2/J DEFGRID3
* xyz -1 4
Ti -0.30 -0.91 -0.36
C -2.48 2.10 1.57
C -1.94 0.71 1.32
O -0.99 0.60 0.42
C -2.53 -0.38 1.97
C -2.02 -1.66 1.87
C -2.66 -2.89 2.43
N -0.76 -1.78 1.29
N 0.21 -2.14 2.07
C 1.49 -1.61 1.60
O 1.34 -0.90 0.49
C 2.04 -0.80 2.78
C 2.90 0.26 2.51
C 3.38 1.04 3.55
C 3.02 0.74 4.85
C 2.20 -0.33 5.12
C 1.69 -1.10 4.09
H -3.07 2.41 0.72
H -1.65 2.80 1.70
H -3.10 2.11 2.47
H -3.43 -0.22 2.54
H -2.46 -2.96 3.50
H -2.24 -3.77 1.95
H -3.74 -2.86 2.27
H 3.19 0.44 1.49
H 4.04 1.87 3.34
H 3.40 1.35 5.66
H 1.95 -0.57 6.15
H 1.04 -1.94 4.27
C -1.97 3.14 -1.93
P -1.80 1.32 -2.30
C -3.25 1.23 -3.46
C -0.47 1.46 -3.60
C 0.80 2.04 -3.00
P 1.28 1.06 -1.47
C 1.87 2.46 -0.41
C 2.92 0.47 -2.07
H -1.25 3.43 -1.17
H -2.97 3.32 -1.53
H -1.82 3.74 -2.82
H -3.28 2.09 -4.12
H -4.16 1.19 -2.86
H -3.18 0.32 -4.04
H -0.83 2.07 -4.43
H -0.29 0.45 -3.96
H 0.64 3.08 -2.72
H 1.61 2.00 -3.73
H 2.49 3.17 -0.97
H 2.44 2.05 0.42
H 1.00 2.97 0.01
H 3.52 1.30 -2.46
H 2.77 -0.27 -2.85
H 3.44 -0.01 -1.25
F -2.21 -1.59 -2.47
C -2.12 -1.59 -1.09
F -3.25 -0.86 -0.73
F -2.47 -2.88 -0.75
O 2.35 -2.72 1.32
O 2.82 -3.35 2.38
F 0.31 -1.45 -2.37
P 1.01 -3.01 -2.23
F 1.66 -2.77 -3.68
F 1.66 -4.46 -2.09
F 2.27 -2.30 -1.54
F 0.27 -3.13 -0.76
F -0.32 -3.60 -2.90
*
```

---

(8)
C19H28N2O in the gas phase, computed with ωB97M-V/def2-TZVPD.

**LUMO**: 0.773 eV
**Structure (SMILES)**: Cc1ccc(N[C@@H]2CCCN(C(=O)C3CCCC3)C2)cc1C
**Energy relative to the best compared isomer or geometry (same formula, charge and spin)**: 2.9 kcal/mol
**Maximum force**: 0.45 eV/A
**Orbital gap**: 8.498 eV

The geometry in ORCA input format:
```
! wB97M-V def2-TZVPD RIJCOSX def2/J DEFGRID3
* xyz 0 1
C 1.74 -2.53 4.51
C 0.68 -2.14 3.51
C -0.26 -3.07 3.09
C -1.23 -2.73 2.17
C -1.30 -1.44 1.64
N -2.32 -1.13 0.76
C -2.24 -0.02 -0.16
C -3.57 0.17 -0.90
C -3.34 0.85 -2.25
C -2.14 1.78 -2.20
N -0.92 1.03 -1.93
C 0.24 1.50 -2.44
O 0.27 2.55 -3.06
C 1.49 0.68 -2.16
C 2.65 1.10 -3.09
C 3.87 1.22 -2.18
C 3.28 1.76 -0.89
C 2.00 0.95 -0.72
C -1.09 -0.19 -1.18
C -0.35 -0.52 2.07
C 0.63 -0.85 2.99
C 1.63 0.18 3.41
H 1.67 -1.91 5.40
H 2.73 -2.40 4.08
H 1.62 -3.57 4.80
H -0.24 -4.07 3.48
H -1.96 -3.47 1.85
H -2.77 -1.95 0.37
H -2.02 0.88 0.42
H -4.04 -0.80 -1.06
H -4.24 0.76 -0.28
H -4.23 1.42 -2.54
H -3.16 0.10 -3.03
H -2.00 2.31 -3.14
H -2.29 2.54 -1.41
H 1.26 -0.38 -2.30
H 2.40 2.07 -3.52
H 2.80 0.39 -3.90
H 4.32 0.24 -2.01
H 4.63 1.87 -2.61
H 3.03 2.82 -1.02
H 3.95 1.66 -0.04
H 2.22 0.00 -0.22
H 1.26 1.48 -0.12
H -1.32 -1.04 -1.85
H -0.18 -0.43 -0.64
H -0.38 0.50 1.69
H 2.65 -0.15 3.17
H 1.46 1.13 2.90
H 1.58 0.35 4.48
*
```